61
Properties=species:S:1:pos:R:3 method="wB97M-V/def2-TZVPD" e_homo_ev="-10.333 / -10.405" multiplicity=1 total_charge=+1 de_lowest_ev=0.3655 gap_ev="6.44 / 6.44"
Re 0.250 -0.209 0.014
C 2.878 -4.556 1.557
S 3.741 -2.983 1.729
C 2.632 -1.829 1.056
S 1.111 -2.330 0.319
N 3.044 -0.603 1.097
N 2.154 0.291 0.570
C 2.513 1.542 0.594
C 1.580 2.435 -0.025
C 1.785 3.806 -0.172
C 0.835 4.556 -0.831
C -0.291 3.922 -1.352
C -0.434 2.563 -1.182
N 0.466 1.826 -0.513
H 3.644 -5.314 1.710
H 2.464 -4.674 0.560
H 2.103 -4.669 2.310
H 3.461 1.848 1.014
H 2.682 4.255 0.232
H 0.964 5.624 -0.946
H -1.059 4.475 -1.872
H -1.303 2.032 -1.545
C -3.929 2.138 5.400
C -3.626 2.391 3.945
O -2.443 1.627 3.597
P -1.793 1.809 2.158
S -0.270 0.431 2.317
S -3.054 1.722 0.694
O -1.112 3.258 2.151
C -0.070 3.691 3.052
C -0.599 4.100 4.407
H -4.825 2.687 5.688
H -3.106 2.465 6.035
H -4.102 1.077 5.576
H -3.433 3.449 3.750
H -4.440 2.065 3.295
H 0.384 4.542 2.544
H 0.676 2.897 3.138
H -1.316 4.915 4.316
H 0.231 4.444 5.025
H -1.072 3.262 4.915
C 1.142 -0.002 -4.254
C -0.040 -0.420 -4.853
C -1.076 -0.855 -4.054
C -0.919 -0.864 -2.670
N 0.222 -0.430 -2.094
C 1.230 -0.017 -2.880
C -1.944 -1.313 -1.732
C -3.084 -2.015 -2.110
C -3.964 -2.445 -1.137
C -3.679 -2.163 0.191
C -2.535 -1.459 0.498
N -1.674 -1.037 -0.439
H 1.984 0.335 -4.839
H -0.150 -0.402 -5.928
H -2.008 -1.173 -4.495
H 2.126 0.301 -2.364
H -3.267 -2.240 -3.150
H -4.850 -3.000 -1.408
H -4.335 -2.479 0.988
H -2.277 -1.212 1.518



58
Properties=species:S:1:pos:R:3 method="wB97M-V/def2-TZVPD" e_homo_ev=-7.494 multiplicity=1 de_lowest_ev=3.8900 gap_ev=8.14
C -0.379 3.625 -1.261
O 0.637 2.648 -1.211
C 0.302 1.363 -1.508
C -0.918 0.954 -2.030
C -1.160 -0.387 -2.281
C -0.193 -1.352 -2.025
N -0.357 -2.730 -2.286
C -0.364 -3.588 -1.124
C -1.659 -3.384 -0.297
N -2.734 -2.992 -1.187
C -3.716 -2.113 -0.925
O -4.557 -1.798 -1.743
C -3.788 -1.533 0.504
N -2.854 -0.473 0.725
N -3.137 0.791 0.545
N -2.095 1.468 0.865
C -1.152 0.581 1.252
C 0.178 0.934 1.685
C 1.137 -0.046 1.906
C 2.414 0.321 2.278
C 2.774 1.656 2.440
O 4.029 2.048 2.826
C 5.022 1.070 3.009
C 1.804 2.654 2.213
O 1.972 3.999 2.345
C 3.257 4.578 2.303
C 0.521 2.270 1.850
N -1.625 -0.661 1.167
C -2.670 -3.598 -2.503
C -1.378 -3.149 -3.224
C 1.037 -0.930 -1.516
C 1.282 0.399 -1.264
H -1.239 3.332 -0.651
H -0.704 3.810 -2.291
H 0.067 4.531 -0.856
H -1.704 1.665 -2.231
H -2.130 -0.659 -2.669
H 0.499 -3.371 -0.497
H -0.286 -4.621 -1.474
H -1.925 -4.314 0.223
H -1.481 -2.598 0.437
H -4.788 -1.105 0.607
H -3.625 -2.313 1.251
H 0.882 -1.085 1.778
H 3.144 -0.454 2.449
H 4.766 0.380 3.820
H 5.206 0.503 2.090
H 5.923 1.620 3.278
H 3.082 5.651 2.221
H 3.822 4.236 1.433
H 3.828 4.372 3.210
H -0.215 3.040 1.691
H -2.681 -4.686 -2.377
H -3.559 -3.296 -3.056
H -1.574 -2.338 -3.923
H -0.977 -3.995 -3.796
H 1.809 -1.661 -1.328
H 2.231 0.725 -0.869



54
Properties=species:S:1:pos:R:3 method="wB97M-V/def2-TZVPD" e_homo_ev=-11.257 multiplicity=1 total_charge=+1 de_lowest_ev=0.3233 gap_ev=5.77
C -3.362 -2.280 -2.933
C -2.648 -1.749 -1.789
C -3.169 -1.415 -0.553
C -2.263 -0.508 0.003
C -1.121 -0.374 -0.806
B -0.525 0.912 -1.583
O -0.699 2.216 -1.197
C 0.729 2.659 -1.227
C 0.741 4.071 -1.761
C 1.101 2.679 0.246
C 1.433 1.556 -2.190
C 2.158 2.179 -3.365
C 2.374 0.541 -1.480
O 0.311 0.761 -2.674
O -1.372 -1.277 -1.922
H -4.401 -1.922 -2.872
H -2.919 -1.991 -3.896
H -3.402 -3.372 -2.845
H -4.127 -1.750 -0.155
H -2.345 -0.141 1.005
H 1.752 4.491 -1.824
H 0.267 4.104 -2.741
H 0.176 4.714 -1.083
H 2.160 2.874 0.484
H 0.449 3.378 0.811
H 0.851 1.689 0.630
H 3.029 2.722 -2.972
H 2.582 1.407 -4.009
H 1.535 2.856 -3.965
H 3.439 0.825 -1.643
H 2.206 0.527 -0.390
H 2.215 -0.496 -1.845
Cl 0.540 -5.487 3.654
C 0.013 -4.255 2.599
C 0.712 -3.969 1.406
C 0.483 -2.735 0.806
C -0.355 -1.820 1.464
C 0.027 -0.425 1.490
C -0.682 0.511 2.477
C 0.390 1.442 3.068
C 1.675 0.826 2.584
C 1.442 -0.285 1.811
C -1.368 -2.329 2.299
C -1.182 -3.570 2.904
H 1.428 -4.688 1.003
H 1.037 -2.414 -0.072
H -1.560 1.058 2.143
H -1.041 -0.115 3.303
H 0.239 2.492 2.788
H 0.343 1.427 4.166
H 2.655 1.147 2.931
H 2.156 -1.059 1.517
H -2.200 -1.685 2.574
H -1.912 -3.955 3.623



80
Properties=species:S:1:pos:R:3 method="wB97M-V/def2-TZVPD" e_homo_ev=-10.471 multiplicity=1 de_lowest_ev=0.8592 gap_ev=9.92
C -3.907 -2.942 2.186
Br -5.647 -3.799 2.264
Br -4.051 -1.028 1.876
Br -2.718 -3.886 0.968
H -3.523 -3.000 3.194
C 1.323 0.198 5.319
Br 1.243 0.643 7.233
Br 0.722 1.749 4.296
Br 0.179 -1.396 5.032
H 2.336 0.002 4.997
C -2.870 4.639 1.115
C -2.995 5.839 0.214
O -3.382 5.344 -1.079
C -3.708 6.203 -2.040
O -3.838 7.374 -1.884
C -3.948 5.482 -3.369
F -3.332 6.065 -4.369
F -3.575 4.210 -3.291
F -5.259 5.503 -3.628
H -2.235 3.878 0.653
H -3.855 4.201 1.270
H -2.405 4.860 2.074
H -2.083 6.423 0.094
H -3.800 6.487 0.566
C 0.098 -2.195 -3.047
C 1.159 -3.288 -2.802
O 1.065 -4.442 -3.604
C 1.240 -4.267 -4.911
O 1.565 -3.243 -5.425
C 1.065 -5.571 -5.718
F 1.976 -5.686 -6.646
F 1.078 -6.640 -4.921
F -0.162 -5.534 -6.266
H -0.653 -2.169 -2.259
H -0.479 -2.322 -3.965
H 0.587 -1.228 -3.151
H 1.057 -3.538 -1.748
H 2.143 -2.821 -2.870
C 5.233 -1.724 3.428
C 6.294 -2.651 2.849
O 7.553 -1.994 2.865
C 8.426 -2.221 3.824
O 8.178 -2.857 4.808
C 9.808 -1.602 3.581
F 10.338 -1.240 4.768
F 10.644 -2.502 3.038
F 9.707 -0.522 2.798
H 5.294 -1.652 4.514
H 4.229 -2.056 3.162
H 5.317 -0.696 3.074
H 6.071 -2.956 1.828
H 6.282 -3.600 3.388
C -6.243 3.124 -1.118
C -6.048 1.713 -1.660
O -4.849 1.523 -2.406
C -3.717 1.438 -1.750
O -3.597 1.303 -0.567
C -2.495 1.239 -2.683
F -1.691 2.318 -2.666
F -1.801 0.187 -2.254
F -2.849 1.066 -3.970
H -5.564 3.212 -0.267
H -7.229 3.273 -0.676
H -6.127 3.853 -1.906
H -6.860 1.471 -2.348
H -6.191 0.963 -0.880
C -0.826 0.571 1.168
C -0.495 -0.912 1.160
O 0.652 -1.207 0.363
C 1.826 -1.027 0.928
O 2.055 -0.677 2.050
C 2.934 -1.285 -0.116
F 2.779 -0.494 -1.172
F 4.140 -1.133 0.400
F 2.812 -2.573 -0.514
H -1.590 0.786 1.916
H -1.159 0.898 0.183
H -0.016 1.245 1.453
H -1.375 -1.477 0.874
H -0.268 -1.233 2.176



F_max per entry: 0.80 1.14 3.71 2.27 eV Å⁻¹